# C31H32N10O9PbS2

C31H32N10O9PbS2 as an isolated structure at a distorted geometry (ωB97M-V/def2-TZVPD, the Open Molecules 2025 dataset).

Each line ends with the Mulliken charge.
Cartesian coordinates (Å):
Pb 13.71 9.12 9.97  1.120
N 15.25 13.45 10.82  -0.383
C 14.75 12.64 9.90  0.334
S 15.62 11.29 9.22  -0.536
N 13.47 12.89 9.45  -1.092
N 12.98 11.98 8.66  0.889
C 11.85 12.27 7.99  -0.970
C 11.13 11.32 7.24  1.066
C 10.03 11.78 6.45  -0.890
C 9.33 10.92 5.60  -0.457
C 9.61 9.55 5.56  -0.506
C 10.56 9.05 6.38  -0.086
C 11.39 9.84 7.23  -0.239
O 12.09 9.18 8.10  -0.534
H 16.16 13.22 11.22  0.204
H 14.76 14.31 11.07  0.251
H 11.49 13.31 8.14  0.104
H 9.74 12.85 6.58  0.221
H 8.66 11.38 4.89  0.317
H 9.11 8.88 4.87  0.346
H 10.85 8.01 6.33  0.344
O 16.93 3.79 12.10  -0.535
C 16.02 4.61 11.51  0.986
C 14.87 4.96 12.27  -0.849
C 13.99 5.93 11.71  0.052
N 14.19 6.61 10.58  -0.050
C 15.31 6.29 9.92  0.288
C 16.16 5.19 10.22  -0.997
C 15.62 7.07 8.62  0.448
O 16.53 6.59 7.93  -0.737
O 14.87 8.10 8.35  -0.530
C 12.86 6.41 12.58  0.299
O 12.62 5.89 13.65  -0.682
O 12.10 7.45 12.07  0.386
H 17.70 3.79 11.49  0.307
H 14.73 4.68 13.27  0.535
H 16.90 4.92 9.49  0.509
O 8.88 9.98 10.65  -0.197
C 7.61 9.74 11.05  -0.322
N 6.73 9.20 9.99  -0.135
C 7.17 8.81 8.75  0.173
O 6.76 9.32 7.71  -0.651
C 7.94 7.50 8.82  0.507
C 7.78 6.59 7.76  -0.635
C 8.54 5.45 7.72  -0.456
C 9.58 5.31 8.64  -0.350
N 9.75 6.18 9.61  -0.317
C 8.97 7.24 9.73  -0.533
H 9.35 10.19 11.51  -0.177
H 7.10 10.68 11.38  0.163
H 7.48 9.04 11.91  0.342
H 5.89 9.77 9.99  0.331
H 7.05 6.85 6.99  0.393
H 8.53 4.81 6.85  0.339
H 10.32 4.51 8.58  0.352
H 9.26 7.89 10.54  0.963
C 7.20 9.68 15.23  -0.809
N 8.27 8.79 14.84  0.389
C 8.37 7.43 15.11  -0.404
C 9.53 6.97 14.47  -0.787
N 10.17 7.95 13.89  0.012
C 9.46 9.13 14.11  -0.467
S 9.80 10.70 13.66  -0.564
H 6.56 9.90 14.35  0.196
H 7.67 10.64 15.60  0.287
H 6.66 9.13 16.05  0.294
H 7.63 6.95 15.75  0.355
H 9.93 5.98 14.52  0.474
H 11.33 7.64 12.80  0.301
N 13.80 10.24 12.68  -0.307
C 13.87 10.18 13.86  -0.024
N 13.99 10.37 15.20  0.211
C 13.78 9.20 16.08  -0.237
C 13.90 9.62 17.57  -0.825
O 15.15 10.31 17.86  -0.360
C 15.15 11.54 17.07  -0.613
C 15.05 11.26 15.57  -0.594
H 14.59 8.48 15.97  0.314
H 12.77 8.79 15.91  0.262
H 13.95 8.70 18.16  0.363
H 13.01 10.14 17.89  0.385
H 16.13 11.97 17.23  0.316
H 14.41 12.24 17.48  0.326
H 16.05 10.92 15.25  0.353
H 14.91 12.21 15.02  0.433

Results
HOMO energy = -0.6 eV
Gap between HOMO and LUMO = 4.3 eV
Energy relative to the best compared isomer or geometry (same formula, charge and spin) = 0.0 kJ/mol
Total charge = -2
Electronic energy = -92913.198 eV
Maximum force = 5.69 eV/A

---

# C38H37N3O6S

A 3-piece molecular cluster, C38H37N3O6S overall at a distorted geometry (ωB97M-V/def2-TZVPD, the Open Molecules 2025 dataset).

Each line ends with the Mulliken charge.
Cartesian coordinates (Å):
C 4.16 -0.34 3.35  -1.038
C 2.92 -0.74 2.32  0.303
O 3.24 -0.29 0.95  -0.520
C 1.55 -0.10 2.96  -0.664
N 0.55 0.42 1.96  -0.293
C -0.18 -0.73 1.23  0.158
C -1.18 0.01 0.15  -0.346
O -1.72 -0.85 -0.90  -0.434
C -0.69 -1.55 -1.68  -0.251
C 0.60 -0.65 -2.13  0.081
C 0.24 0.76 -2.89  -0.626
C 1.40 1.87 -2.42  -0.102
N 0.94 3.32 -2.64  -0.682
N -0.86 -1.70 2.16  -0.508
C -1.70 -1.09 3.05  0.326
S -2.96 -0.31 3.93  -0.161
H 4.80 -1.32 3.53  0.283
H 4.80 0.47 2.77  0.249
H 3.79 0.07 4.39  0.312
H 2.77 -1.92 2.26  0.248
H 4.16 -0.69 0.76  0.305
H 1.89 0.83 3.61  0.412
H 1.08 -0.86 3.75  0.230
H -0.13 1.10 2.36  0.359
H 0.71 -1.34 0.71  0.062
H -2.12 0.42 0.75  0.304
H -0.64 1.00 -0.26  0.116
H -0.27 -2.42 -0.99  0.248
H -1.13 -2.08 -2.65  0.152
H 1.27 -1.29 -2.86  0.372
H 1.30 -0.41 -1.19  -0.232
H 0.14 0.66 -4.06  0.287
H -0.78 1.18 -2.46  0.213
H 2.43 1.70 -2.97  0.277
H 1.63 1.77 -1.26  0.088
H -0.12 3.34 -2.60  0.267
H 1.30 3.92 -1.85  0.256
C 5.11 -4.96 -6.46  -0.471
C 5.04 -5.52 -7.73  -0.450
C 3.80 -5.84 -8.29  -0.558
C 2.63 -5.60 -7.57  0.248
C 2.70 -5.05 -6.29  0.162
C 3.94 -4.72 -5.73  -0.536
C 1.47 -4.84 -5.50  0.581
O 1.53 -4.36 -4.37  -0.713
C 0.16 -5.22 -6.08  0.208
C -1.00 -5.08 -5.32  -0.519
C -2.24 -5.43 -5.87  -0.521
C -2.32 -5.91 -7.18  -0.432
C -1.15 -6.06 -7.93  -0.620
C 0.09 -5.72 -7.38  0.303
C 1.32 -5.92 -8.18  0.555
O 1.26 -6.34 -9.32  -0.678
H 6.08 -4.70 -6.03  0.392
H 5.95 -5.72 -8.29  0.389
H 3.76 -6.27 -9.29  0.450
H 4.00 -4.29 -4.74  0.463
H -0.96 -4.71 -4.30  0.503
H -3.15 -5.32 -5.27  0.403
H -3.28 -6.17 -7.61  0.389
H -1.22 -6.44 -8.95  0.455
C -1.73 1.73 6.55  -0.093
C -1.12 2.24 7.70  -0.629
C -1.28 3.59 8.03  -0.561
C -2.05 4.43 7.22  0.210
C -2.64 3.92 6.06  -0.279
C -2.49 2.57 5.74  -0.039
C -3.41 4.81 5.17  0.505
O -3.94 4.36 4.15  -0.694
C -3.54 6.24 5.51  0.185
C -4.22 7.10 4.64  -0.533
C -4.35 8.45 4.96  -0.463
C -3.82 8.94 6.15  -0.451
C -3.13 8.09 7.02  -0.543
C -2.98 6.73 6.69  0.174
C -2.23 5.84 7.59  0.646
O -1.75 6.27 8.64  -0.676
H -1.61 0.68 6.30  0.270
H -0.51 1.59 8.33  0.399
H -0.80 3.98 8.93  0.456
H -2.96 2.16 4.84  0.381
H -4.64 6.72 3.71  0.447
H -4.88 9.12 4.28  0.390
H -3.93 10.00 6.41  0.390
H -2.71 8.48 7.94  0.451

Results
SMILES = C[C@H](O)CN[C@H](COCCCCN)N=C=S.O=C1c2ccccc2C(=O)c2ccccc21.O=C1c2ccccc2C(=O)c2ccccc21
HOMO energy = -8.9 eV
Gap between HOMO and LUMO = 7.8 eV
Energy relative to the best compared isomer or geometry (same formula, charge and spin) = 344.4 kJ/mol
Electronic energy = -67590.862 eV
Maximum force = 8.85 eV/A

---

# C32H44N3PSbZr

C32H44N3PSbZr as an isolated structure at a distorted geometry (ωB97M-V/def2-TZVPD, the Open Molecules 2025 dataset).

Each line ends with the Mulliken charge.
Cartesian coordinates (Å):
Zr -0.06 -0.23 -0.19  -0.617
N 0.26 -2.31 0.75  -0.402
C -0.19 -3.24 -0.30  0.011
C 0.63 -3.09 -1.55  -0.820
N 0.51 -1.66 -2.07  0.089
C -0.43 -1.44 -3.21  -1.017
C -1.77 -0.94 -2.73  0.001
N -1.53 0.30 -1.91  -0.635
H -0.32 -2.45 1.58  0.268
H 1.26 -2.43 0.94  0.325
H -0.12 -4.27 0.09  0.671
H -1.23 -2.99 -0.55  -0.025
H 1.70 -3.32 -1.24  0.170
H 0.26 -3.82 -2.27  0.507
H 1.41 -1.32 -2.34  0.183
H -0.08 -0.69 -3.94  0.329
H -0.56 -2.39 -3.71  0.518
H -2.44 -0.76 -3.58  0.543
H -2.34 -1.64 -2.12  0.050
H -1.13 1.00 -2.52  0.172
H -2.44 0.64 -1.57  0.177
C 6.05 -1.04 -3.19  -0.461
C 5.45 -1.95 -2.32  -1.195
C 4.37 -1.52 -1.55  -0.211
C 3.89 -0.21 -1.70  0.826
C 4.46 0.66 -2.62  -0.193
C 5.57 0.26 -3.36  -0.821
P 2.52 0.29 -0.58  2.627
C 1.59 1.71 -1.23  0.380
C 1.16 1.72 -2.57  -0.612
C 0.41 2.79 -3.04  -0.994
C 0.13 3.87 -2.22  -0.617
C 0.59 3.90 -0.92  -0.971
C 1.29 2.82 -0.41  -0.301
C 3.22 0.87 0.96  -0.051
C 4.55 1.17 1.26  -1.488
C 4.90 1.53 2.57  -0.858
C 3.96 1.53 3.60  -0.905
C 2.64 1.31 3.25  0.690
C 1.52 1.47 4.16  -0.834
C 0.23 1.28 3.76  -1.223
C -0.11 0.97 2.45  0.155
C 0.90 0.66 1.53  1.188
C 2.27 0.91 1.95  0.438
H 6.89 -1.35 -3.81  0.418
H 5.86 -2.93 -2.26  0.467
H 3.93 -2.22 -0.90  0.548
H 4.08 1.66 -2.82  0.429
H 6.13 0.92 -4.03  0.438
H 1.53 0.99 -3.28  0.736
H 0.06 2.81 -4.05  0.586
H -0.43 4.70 -2.67  0.471
H 0.49 4.79 -0.33  0.577
H 1.68 2.83 0.57  0.562
H 5.32 1.16 0.52  0.635
H 5.93 1.81 2.82  0.448
H 4.17 1.81 4.63  0.465
H 1.70 1.75 5.22  0.405
H -0.50 1.51 4.51  0.480
H -1.15 0.97 2.18  -0.132
C -3.56 -0.86 3.95  -0.982
C -3.47 -1.68 2.70  -0.684
Sb -3.01 -0.62 0.87  0.053
C -4.75 -1.09 -0.39  -0.550
C -5.85 -1.70 0.54  -1.357
C -3.68 1.35 1.41  -0.422
C -5.21 1.50 1.40  -1.222
H -3.65 -1.52 4.83  0.438
H -4.44 -0.18 3.98  0.266
H -2.62 -0.27 4.16  0.097
H -4.38 -2.28 2.50  0.539
H -2.72 -2.49 2.84  0.507
H -4.49 -1.77 -1.25  0.497
H -5.07 -0.14 -0.85  0.422
H -5.62 -2.75 0.73  0.433
H -6.85 -1.77 0.02  0.354
H -5.93 -1.17 1.50  0.273
H -3.19 2.00 0.64  0.349
H -3.30 1.57 2.41  0.430
H -5.69 1.44 0.40  0.325
H -5.51 2.46 1.86  0.418
H -5.67 0.79 2.08  0.214

Results
HOMO energy = -16.1 eV
Gap between HOMO and LUMO = 6.8 eV
Energy relative to the best compared isomer or geometry (same formula, charge and spin) = 0.0 kJ/mol
Total charge = +3
Electronic energy = -55450.572 eV
Maximum force = 2.60 eV/A